{"formula": "C3H7N2OS", "method": "ωB97M-V with the def2-TZVPD basis set", "smiles": "NC1=C(S)OC[NH2+]1", "total_charge": 1, "homo_ev": -12.47, "gap_ev": 8.71, "symbols": ["C", "C", "C", "N", "N", "O", "S", "H", "H", "H", "H", "H", "H", "H"], "xyz": [[0.044, 0.354, 0.592], [-0.939, 0.472, -0.319], [0.594, -0.769, -1.363], [0.093, 0.733, 1.897], [1.008, -0.755, 0.063], [-0.720, -0.343, -1.387], [-2.476, 1.297, -0.140], [1.124, 0.104, -1.797], [0.734, -1.650, -1.855], [0.945, 0.940, 2.348], [-0.524, 1.639, 1.945], [2.065, -0.476, 0.110], [0.948, -1.650, 0.546], [-2.899, 0.103, -0.640]], "forces_ev_per_angstrom": [[0.552, -1.211, -1.219], [1.489, 0.182, 1.257], [0.067, 4.193, 0.302], [-2.769, 2.531, 0.445], [1.838, 1.740, 0.800], [-1.493, -0.907, -0.730], [0.527, -1.091, -0.722], [0.489, -0.847, -0.047], [0.330, -2.440, -1.155], [1.266, 0.200, 0.145], [1.398, -2.379, 0.406], [-2.372, -0.460, 0.020], [-0.467, -0.133, 0.292], [-0.855, 0.622, 0.205]], "nbo_charge": [0.205, 0.074, 0.101, -0.807, -0.547, -0.461, 0.113, 0.199, 0.227, 0.403, 0.422, 0.455, 0.441, 0.173]}